1.
{"formula": "C34H40BF2NO2S", "method": "the ωB97M-V functional and the def2-TZVPD basis", "lumo_ev": -1.97, "gap_ev": 2.774, "largest_force_ev_per_a": 4.19, "charge": 0, "symbols": ["C", "C", "C", "F", "C", "C", "C", "C", "C", "C", "F", "C", "C", "C", "C", "C", "C", "H", "H", "H", "H", "H", "H", "H", "H", "H", "H", "H", "H", "H", "C", "C", "C", "C", "C", "B", "C", "C", "C", "C", "N", "C", "C", "C", "C", "O", "C", "C", "C", "C", "C", "C", "O", "S", "H", "H", "H", "H", "H", "H", "H", "H", "H", "H", "H", "H", "H", "H", "H", "H", "H", "H", "H", "H", "H", "H", "H", "H", "H", "H", "H"], "positions_angstrom": [[3.34143, 5.24189, -0.48215], [2.40185, 4.10966, -0.59936], [1.05143, 4.32771, -0.37095], [0.61654, 5.61115, -0.15526], [0.10772, 3.30700, -0.31045], [0.57158, 1.98714, -0.33453], [-0.22338, 0.80860, 0.37531], [-1.59914, 1.37609, 0.67913], [-1.78109, 2.19128, 1.79882], [-2.97000, 2.89613, 1.90684], [-3.09850, 3.78633, 2.94303], [-3.99396, 2.82869, 0.96295], [-5.20019, 3.67970, 1.16160], [-3.76582, 2.02086, -0.16070], [-2.58377, 1.30023, -0.30236], [1.82692, 1.77871, -0.93671], [2.76020, 2.80913, -0.96489], [4.35639, 4.87795, -0.36155], [3.30656, 5.86550, -1.37594], [3.09493, 5.87520, 0.36990], [-0.94526, 3.55950, -0.15240], [-0.32173, 0.02497, -0.40492], [-0.99750, 2.33953, 2.53479], [-5.99422, 3.38711, 0.47038], [-5.58180, 3.58400, 2.18425], [-4.98687, 4.74476, 0.99891], [-4.51349, 1.95382, -0.95111], [-2.36126, 0.69952, -1.18205], [2.07527, 0.78466, -1.31309], [3.78708, 2.59884, -1.25034], [-0.27637, -5.57013, 3.16606], [-0.40915, -4.19447, 2.59648], [-1.53566, -3.38291, 2.55757], [-1.35179, -2.09365, 1.96869], [-0.08713, -1.91105, 1.36763], [-0.38550, -0.39192, -3.39758], [0.90279, -0.93883, 1.20965], [0.53790, 0.41877, 1.64782], [1.74851, 1.16945, 2.06871], [2.99849, 0.58032, 1.94459], [3.98082, 0.79823, 2.87163], [5.17988, -0.00676, 2.79391], [3.65976, 1.31317, 4.19791], [3.21713, -0.41337, 0.91174], [2.15706, -1.22317, 0.61404], [0.28276, -1.37346, -3.97675], [-0.70799, -2.42366, -4.15018], [-1.11447, -2.50391, -5.60319], [0.02206, -3.71874, -3.87206], [-1.90345, -1.94678, -3.21978], [-3.26184, -2.15012, -3.83331], [-1.84162, -2.54153, -1.82019], [-1.66713, -0.50080, -3.05706], [0.85246, -3.44203, 1.71209], [-1.08562, -5.76538, 3.87728], [-0.30381, -6.33643, 2.37418], [0.68125, -5.65900, 3.70042], [-2.47978, -3.77254, 2.97442], [-2.15136, -1.34483, 1.97373], [-0.16870, 0.41515, 2.49462], [1.61516, 2.16440, 2.49596], [5.81373, 0.29640, 1.94601], [5.73030, 0.14530, 3.71620], [4.94495, -1.08125, 2.69455], [2.79970, 0.78018, 4.63865], [4.54845, 1.12173, 4.80706], [3.44696, 2.39292, 4.17087], [4.22451, -0.57436, 0.51042], [2.28297, -2.11233, -0.04165], [-1.84738, -3.32399, -5.73461], [-1.54288, -1.57393, -5.98134], [-0.24413, -2.80504, -6.20192], [-0.58613, -4.59778, -4.14341], [0.89637, -3.71343, -4.54812], [0.37682, -3.83969, -2.83483], [-3.37903, -3.22705, -4.02395], [-4.05617, -1.82771, -3.15809], [-3.38169, -1.61439, -4.78101], [-2.09464, -3.61783, -1.87031], [-0.84539, -2.40782, -1.35758], [-2.57193, -2.02963, -1.17314]], "atomic_forces_ev_per_a": [[0.5, 0.4, -0.1], [-0.8, -0.3, 0.1], [-0.4, -0.1, -0.2], [0.2, -0.5, -0.2], [0.3, 0.1, 0.7], [-0.3, -0.2, -0.6], [-1.2, 3.1, -2.6], [0.2, 0.0, 0.0], [-0.6, -0.1, -0.2], [0.3, 0.2, 0.0], [-0.1, -0.6, -0.5], [0.6, 0.0, 0.0], [-0.6, 0.2, 0.0], [0.0, -0.1, 0.2], [0.0, 0.0, 0.3], [-0.1, -0.3, 0.6], [-0.4, 0.1, -0.2], [0.2, 0.0, 0.0], [0.1, 0.1, 0.0], [0.0, 0.0, 0.0], [0.5, -0.1, 0.2], [0.1, 0.3, 0.9], [-0.1, 0.0, 0.0], [0.1, 0.1, 0.1], [0.0, 0.0, -0.2], [0.0, -0.2, 0.0], [0.0, 0.1, 0.3], [-0.3, 0.2, 0.1], [0.1, 0.2, 0.5], [-0.1, 0.1, -0.1], [0.2, -0.1, 0.0], [-0.9, 0.8, -1.0], [0.2, -0.5, 0.3], [0.4, 0.1, -0.6], [0.2, -3.5, 2.1], [1.3, 2.6, 0.9], [0.1, -0.2, -0.5], [1.0, -0.7, -0.4], [0.9, 0.1, 0.0], [-1.2, 0.5, 0.6], [0.8, 0.5, 0.1], [0.1, -0.1, -0.3], [0.0, 0.1, -0.4], [0.1, -0.3, 0.5], [-0.2, -0.1, -0.4], [0.1, -0.6, -0.4], [-0.5, -0.5, -0.2], [-0.2, -0.4, -0.7], [0.2, -0.6, 0.4], [0.1, -0.6, 0.3], [-0.3, -0.3, -0.3], [0.0, -0.3, 0.1], [-0.5, -0.7, -0.3], [-0.7, 0.0, 0.2], [0.1, 0.0, -0.2], [0.0, 0.2, 0.3], [-0.3, -0.1, -0.1], [0.5, 0.6, -0.2], [0.4, -0.2, -0.1], [0.2, -0.3, -0.4], [0.1, -0.5, 0.4], [-0.1, -0.2, 0.3], [0.3, -0.1, -0.1], [0.1, 0.2, 0.0], [0.1, 0.2, -0.2], [-0.4, 0.3, 0.1], [0.0, -0.3, 0.2], [-0.6, 0.0, 0.1], [-0.2, 0.8, 0.5], [0.2, 0.5, 0.0], [0.1, -0.1, 0.0], [-0.2, 0.4, 0.1], [0.1, 0.3, 0.2], [-0.3, -0.1, 0.4], [-0.2, 0.2, -0.4], [-0.2, 0.2, 0.0], [0.1, 0.0, 0.1], [0.1, -0.1, 0.3], [0.2, 0.4, 0.2], [-0.4, -0.1, -0.3], [0.2, -0.2, -0.2]]}

2.
{"formula": "C34H40BrF8NO27P2", "method": "the ωB97M-V functional and the def2-TZVPD basis", "lumo_ev": -0.57, "smiles": "CCOCCOCP(c1cccnc1)#P(O)Br.O=C1OC[C@@H](F)O1.O=C1OC[C@@H](F)O1.O=C1OC[C@@H](F)O1.O=C1OC[C@@H](F)O1.O=C1OC[C@@H](F)O1.O=C1OC[C@@H](F)O1.O=C1OC[C@@H](F)O1.O=C1OC[C@@H](F)O1", "gap_ev": 7.509, "largest_force_ev_per_a": 6.07, "charge": 0, "symbols": ["C", "C", "O", "C", "C", "O", "C", "P", "C", "C", "C", "C", "N", "C", "P", "O", "Br", "H", "H", "H", "H", "H", "H", "H", "H", "H", "H", "H", "H", "H", "H", "H", "H", "C", "C", "O", "C", "O", "O", "F", "H", "H", "H", "C", "C", "O", "C", "O", "O", "F", "H", "H", "H", "C", "C", "O", "C", "O", "O", "F", "H", "H", "H", "C", "C", "O", "C", "O", "O", "F", "H", "H", "H", "C", "C", "O", "C", "O", "O", "F", "H", "H", "H", "C", "C", "O", "C", "O", "O", "F", "H", "H", "H", "C", "C", "O", "C", "O", "O", "F", "H", "H", "H", "C", "C", "O", "C", "O", "O", "F", "H", "H", "H"], "positions_angstrom": [[2.29129, 2.68013, 1.92638], [1.68412, 2.67291, 0.40413], [2.46073, 3.42997, -0.58651], [3.57039, 2.65248, -1.15529], [3.13058, 1.38463, -2.09468], [3.55644, 1.46284, -3.49930], [2.56047, 0.73823, -4.35694], [2.68413, -1.19033, -4.12687], [4.59589, -1.48351, -3.98857], [5.56494, -1.17334, -5.31749], [7.16197, -1.44775, -4.95636], [7.75544, -1.94041, -3.52456], [6.82887, -2.23301, -2.39465], [5.38133, -2.00040, -2.65884], [1.67783, -1.79380, -2.24328], [1.99669, -3.48716, -1.89460], [-0.59673, -1.47220, -2.52060], [1.92016, 1.66681, 2.43686], [1.75460, 3.54328, 2.55076], [3.45788, 2.72889, 2.00043], [0.62043, 3.21119, 0.46988], [1.46024, 1.55962, 0.12472], [4.32376, 2.28708, -0.32383], [4.18946, 3.41189, -1.83703], [1.95576, 1.26683, -2.03680], [3.58625, 0.41685, -1.59742], [1.46625, 1.14509, -4.18297], [2.93608, 0.93220, -5.47237], [5.16001, -0.81349, -6.35422], [7.95259, -1.22981, -5.81808], [8.91260, -2.06192, -3.39225], [4.66241, -2.23133, -1.73112], [1.97262, -4.01285, -2.74801], [-0.46286, 3.76436, 5.14621], [-1.80710, 3.12098, 5.17448], [-2.20583, 3.13125, 3.82252], [-1.04564, 3.07351, 3.11027], [-0.98321, 2.78949, 1.92566], [0.04162, 3.36532, 3.88756], [-2.68409, 3.86719, 5.88281], [-0.51549, 4.85753, 5.18609], [0.18282, 3.41448, 5.95620], [-1.80444, 2.09206, 5.54976], [0.06967, -0.60725, 8.22106], [0.24662, -1.09729, 6.82455], [0.40161, 0.08746, 6.07674], [0.96356, 0.98017, 6.93926], [1.49785, 2.02123, 6.59488], [0.86242, 0.56288, 8.23815], [-0.86583, -1.73178, 6.39150], [-0.96885, -0.34537, 8.44974], [0.42081, -1.32955, 8.96293], [1.12197, -1.73990, 6.68190], [0.70194, -3.04316, 2.49462], [-0.76059, -3.23138, 2.27718], [-1.12247, -4.16984, 3.26471], [-0.24640, -3.96363, 4.28776], [-0.40492, -4.38747, 5.42050], [0.82903, -3.21661, 3.89166], [-1.00155, -3.77595, 1.06350], [1.30727, -3.79614, 1.97890], [1.04328, -2.05007, 2.19022], [-1.35386, -2.31914, 2.40115], [-3.59304, -3.37039, -1.81566], [-3.97965, -4.00660, -3.10697], [-4.99301, -4.91384, -2.73696], [-5.58055, -4.36061, -1.63905], [-6.66359, -4.70476, -1.19581], [-4.81127, -3.36670, -1.09884], [-2.94799, -4.70913, -3.62638], [-2.84838, -3.95272, -1.26271], [-3.21411, -2.35365, -1.94996], [-4.36754, -3.30600, -3.85411], [6.44854, 2.28900, -8.18449], [5.72644, 3.49843, -7.69708], [4.37172, 3.11087, -7.73470], [4.38305, 1.76268, -7.53741], [3.40042, 1.10727, -7.23286], [5.63253, 1.23469, -7.71491], [5.89619, 4.53643, -8.54643], [6.50812, 2.24279, -9.27706], [7.45941, 2.21477, -7.77460], [5.99456, 3.80152, -6.67935], [-7.95954, -0.13351, -0.37279], [-8.35258, -1.08536, -1.45038], [-7.58543, -0.66629, -2.55616], [-6.45918, -0.11866, -2.01920], [-5.43955, 0.10576, -2.64995], [-6.60860, 0.14168, -0.68451], [-9.66065, -0.94698, -1.76257], [-8.53512, 0.79782, -0.39953], [-8.05011, -0.57336, 0.62407], [-8.13173, -2.13421, -1.22532], [5.19464, 2.67258, 9.39815], [3.97118, 1.88543, 9.07373], [3.62451, 1.29288, 10.30483], [4.07617, 2.15901, 11.25482], [3.72820, 2.13515, 12.42367], [4.96169, 3.06372, 10.73631], [4.25135, 0.90057, 8.19100], [6.10961, 2.07271, 9.34944], [5.31212, 3.54487, 8.74953], [3.13380, 2.48835, 8.70657], [-8.38399, -0.51318, -5.65988], [-9.72822, -1.15656, -5.63161], [-10.12696, -1.14629, -6.98357], [-8.96677, -1.20403, -7.69582], [-8.90433, -1.48805, -8.88043], [-7.87950, -0.91222, -6.91853], [-10.60521, -0.41036, -4.92329], [-8.43661, 0.57999, -5.62001], [-7.73831, -0.86306, -4.84989], [-9.72556, -2.18548, -5.25633]], "atomic_forces_ev_per_a": [[-0.9, -0.3, 0.4], [-1.4, 0.3, 1.1], [0.6, -2.4, 0.2], [1.3, 0.6, -0.9], [-0.6, -0.6, 1.3], [-2.4, -0.6, 0.6], [1.1, 1.1, 0.1], [1.0, -0.2, -2.1], [4.8, -0.2, 0.0], [1.9, -1.9, 5.4], [-1.7, 0.0, 1.2], [-4.8, 0.8, -1.4], [-1.6, 1.9, -5.0], [0.5, 0.6, -1.7], [0.8, -0.9, 3.2], [-0.7, 1.8, -3.1], [0.9, -0.3, -0.7], [0.9, 2.2, -1.0], [1.7, -1.9, -1.5], [-2.2, 0.0, -0.3], [2.6, -1.3, -0.3], [0.7, 2.0, 0.0], [-1.7, 0.6, -1.5], [-1.5, -1.6, 1.4], [2.2, 0.4, -0.1], [-0.8, 1.7, -1.1], [2.1, -0.9, -0.3], [-1.2, -0.6, 2.7], [1.0, -0.8, 2.3], [-1.9, -0.6, 2.0], [-2.6, 0.2, -0.1], [1.9, 0.5, -2.2], [0.1, 0.5, 1.3], [0.9, 0.5, 1.0], [-0.6, 0.3, 0.4], [0.8, -0.4, -0.2], [0.5, -0.5, -2.9], [-0.3, 0.7, 2.8], [-1.1, -0.4, -0.7], [-0.3, -0.1, 0.2], [-0.3, -0.1, 0.0], [-0.1, 0.1, -0.5], [-0.2, 0.1, 0.0], [-0.3, -0.6, 1.2], [-0.5, -0.9, -0.4], [0.7, 0.7, 0.6], [1.2, 2.1, -0.3], [-1.0, -2.3, 0.9], [0.4, 0.7, -1.2], [0.0, 0.0, -0.1], [0.0, -0.1, -0.2], [0.1, 0.3, -0.1], [-0.2, 0.0, -0.1], [1.0, 0.6, -0.6], [-0.4, -0.2, -0.7], [0.5, 0.5, 0.6], [-0.2, -1.2, 3.0], [0.5, 1.0, -2.7], [-0.8, -0.5, 0.6], [-0.2, 0.0, -0.2], [-0.3, 0.0, -0.1], [0.0, -0.1, 0.2], [0.0, -0.1, -0.2], [1.0, 0.9, 0.4], [0.6, -0.3, -0.6], [-0.5, 0.7, 0.6], [-2.4, -0.8, 1.3], [2.4, 0.9, -1.0], [-1.0, -0.7, -0.3], [0.1, 0.0, -0.3], [0.0, -0.1, -0.3], [-0.3, -0.1, 0.1], [0.1, -0.1, -0.1], [1.3, -0.3, -0.3], [0.1, 0.9, -0.3], [0.2, -1.1, 0.5], [-2.0, -1.4, 0.4], [2.3, 1.3, -1.1], [-1.2, 0.2, 0.3], [0.0, 0.2, 0.1], [-0.1, 0.2, 0.1], [-0.2, -0.2, 0.0], [-0.1, 0.1, -0.1], [-0.3, 0.3, 1.2], [-0.9, -0.4, -0.1], [0.7, 0.1, 0.5], [2.8, 0.9, -1.1], [-2.4, -0.6, 1.4], [0.4, -0.3, -1.2], [-0.2, -0.2, -0.1], [-0.1, -0.2, -0.2], [0.2, 0.1, -0.2], [-0.1, 0.0, -0.1], [0.9, 0.7, -0.6], [-0.3, -0.5, -0.5], [0.2, 0.8, 0.3], [-0.7, 0.1, 3.3], [0.9, 0.0, -2.9], [-0.8, -0.6, 0.5], [-0.1, -0.2, -0.3], [-0.2, -0.1, -0.1], [0.0, 0.0, 0.3], [0.0, -0.2, -0.1], [1.0, 0.3, 0.9], [-0.7, 0.2, 0.4], [0.8, -0.3, -0.1], [0.5, -0.6, -3.3], [-0.1, 0.7, 2.9], [-0.8, -0.4, -0.8], [-0.3, -0.1, 0.2], [-0.3, -0.1, 0.1], [0.0, 0.0, -0.4], [-0.2, 0.1, 0.1]]}